C2H13N2O2 | ωB97M-V/def2-TZVPD

Element x y z (Å)
O1 -1.434 -2.460 -0.633
O2 -1.855 2.217 -1.313
N1 -0.719 -0.281 0.629
N2 1.994 -0.632 -0.256
C1 0.337 0.620 1.266
C2 1.706 0.577 0.476
H1 0.568 0.174 2.237
H2 -1.763 3.161 -1.137
H3 2.518 0.668 1.226
H4 -0.428 -1.248 0.777
H5 -0.728 -0.102 -0.376
H6 1.593 1.477 -0.133
H7 -1.130 -2.679 -1.529
H8 2.291 -1.435 0.313
H9 -1.700 -0.193 0.906
H10 -2.063 -3.151 -0.403
H11 2.557 -0.516 -1.108
H12 -0.180 1.577 1.305
H13 -1.563 2.227 -2.246

Atomic forces in eV per Å
0.5 0.1 -0.4
1.0 0.1 -0.7
1.6 0.2 -0.3
1.5 1.1 1.0
-0.7 -1.8 0.8
-2.0 1.1 -0.4
-0.7 0.5 0.2
-0.3 0.1 0.5
0.0 0.1 -0.1
-0.7 -0.4 -0.4
-0.4 -0.1 -0.2
1.0 -0.5 -0.6
-0.3 -0.1 0.3
-0.5 -0.3 -0.3
0.1 0.3 0.5
-0.1 -0.2 0.0
-0.4 -0.2 -0.3
1.0 0.4 0.2
-0.4 -0.4 0.3

Calculated values
- Spin multiplicity: 2
- Charge: +2
- ⟨S²⟩: 0.754
- Relative energy (zero: lowest compared OMol25 entry of this formula, charge and spin): 25.4 kcal/mol
- HOMO level (alpha / beta): -18.47 / -18.47 eV
- Electronic energy: -9340.36185 eV